{"formula": "C2H4N4O", "method": "ωB97M-V with the def2-TZVPD basis set", "elements": ["N", "C", "N", "N", "C", "O", "N", "H", "H", "H", "H"], "positions_angstrom": [[2.216638, 0.276702, -0.061176], [0.814043, 0.080324, -0.019793], [1.121710, -1.159397, -0.121171], [-1.145348, -1.289328, -0.039842], [-1.310077, -0.021479, 0.050907], [-2.515152, 0.574098, 0.130072], [-0.229587, 0.844078, 0.072912], [2.723198, 0.431079, 0.799159], [2.651930, 0.569069, -0.924924], [-2.011194, -1.819942, -0.047963], [-2.349119, 1.526903, 0.183949]], "forces_ev_per_angstrom": [[0.228, 0.249, 0.009], [0.026, -0.353, -0.027], [-0.162, 0.324, 0.026], [-0.113, 0.287, 0.023], [0.028, -0.299, -0.023], [0.048, 0.151, 0.008], [0.123, -0.188, -0.017], [-0.108, -0.040, -0.127], [-0.093, -0.077, 0.129], [0.080, 0.066, 0.001], [-0.058, -0.122, -0.002]], "lowdin_charge": [0.143, -0.612, 0.283, 0.131, -0.573, 0.074, 0.133, 0.121, 0.121, 0.071, 0.107], "largest_force_ha_per_bohr": 0.0071, "homo_lumo_gap_ev": 9.52, "e_tot_ha": -372.7754, "relative_energy_ev": 3.399, "e_lumo_ha": 0.009}

---

{"formula": "C2H4N4O2", "method": "ωB97M-V with the def2-TZVPD basis set", "elements": ["N", "N", "C", "N", "O", "N", "C", "O", "H", "H", "H", "H"], "positions_angstrom": [[2.127037, -0.006924, 0.356240], [1.335767, -0.842965, -0.803818], [-0.125173, -0.582862, -0.168560], [-1.103660, -1.371563, 0.318918], [-2.254746, -0.725617, 0.004677], [-2.015648, 0.526360, -0.380986], [-0.732231, 0.739786, -0.266560], [-0.084081, 1.789659, -0.059516], [1.621892, 0.182868, 1.167784], [2.103941, 0.972858, -0.094690], [1.775453, -1.764207, -0.475020], [-2.648555, 1.082603, 0.401534]], "forces_ev_per_angstrom": [[1.685, 1.697, -4.921], [-1.843, 0.960, 6.503], [0.353, -3.477, -1.200], [3.656, 0.321, -2.615], [-1.776, -3.039, 1.456], [-4.821, 4.015, 2.745], [5.692, 3.109, 0.570], [-1.874, -1.308, -0.997], [-1.790, -0.451, 1.524], [0.378, -1.980, 0.820], [-1.684, 1.100, -0.791], [2.022, -0.947, -3.095]], "lowdin_charge": [-0.017, 0.061, -0.170, 0.138, -0.106, 0.076, -0.486, 0.032, 0.011, 0.086, 0.110, 0.265], "largest_force_ha_per_bohr": 0.1332, "homo_lumo_gap_ev": 9.35, "e_tot_ha": -447.8748, "smiles": "NNc1no[nH]c1=O", "relative_energy_ev": 6.192, "e_lumo_ha": -0.010}